[1]
{"formula": "C25H46O3P2RuS", "method": "ωB97M-V/def2-TZVPD", "elements": ["Ru", "C", "C", "C", "C", "C", "C", "H", "H", "H", "C", "H", "H", "H", "C", "H", "H", "H", "C", "H", "H", "H", "C", "H", "H", "H", "C", "C", "C", "C", "C", "C", "C", "C", "H", "H", "H", "H", "H", "H", "H", "H", "H", "H", "H", "H", "P", "P", "C", "C", "H", "H", "H", "H", "C", "H", "H", "H", "C", "H", "H", "H", "C", "H", "H", "H", "C", "H", "H", "H", "C", "S", "O", "O", "O", "H", "H", "H"], "positions_angstrom": [[2.125, -0.244, -1.945], [-0.922, 3.408, 0.735], [-1.687, 2.870, -0.333], [-2.679, 2.222, 1.642], [-1.503, 2.964, 1.956], [-2.793, 2.167, 0.228], [0.311, 4.218, 0.644], [0.660, 4.327, -0.387], [1.107, 3.742, 1.234], [0.150, 5.225, 1.049], [-0.927, 3.111, 3.297], [-0.166, 2.329, 3.498], [-1.697, 2.998, 4.071], [-0.447, 4.092, 3.409], [-3.523, 1.546, 2.638], [-3.945, 2.264, 3.355], [-2.925, 0.821, 3.214], [-4.355, 1.014, 2.160], [-3.812, 1.422, -0.543], [-4.632, 2.071, -0.893], [-4.248, 0.633, 0.077], [-3.364, 0.951, -1.431], [-1.351, 2.895, -1.778], [-2.142, 3.378, -2.370], [-1.246, 1.863, -2.165], [-0.401, 3.405, -1.967], [3.638, -1.486, -2.294], [3.770, -0.274, -3.068], [3.405, -0.196, -4.522], [1.952, -0.672, -4.812], [1.037, -0.522, -3.613], [0.821, -1.608, -2.700], [1.559, -2.910, -2.879], [3.113, -2.789, -2.842], [4.109, -0.787, -5.124], [1.942, -1.720, -5.155], [3.517, 0.840, -4.890], [3.504, -2.963, -3.851], [4.331, -1.596, -1.457], [4.532, 0.427, -2.742], [3.494, -3.603, -2.204], [1.232, -3.618, -2.101], [-0.139, -1.673, -2.177], [1.264, -3.352, -3.844], [1.560, -0.080, -5.648], [0.206, 0.178, -3.700], [0.931, -0.698, 0.351], [-1.930, -1.739, 0.564], [0.803, -2.438, 0.940], [-0.609, -3.039, 0.783], [1.107, -2.450, 2.010], [1.529, -3.019, 0.346], [-0.613, -3.683, -0.118], [-0.881, -3.664, 1.651], [-3.081, -2.072, 1.927], [-3.985, -1.473, 1.752], [-2.603, -1.730, 2.858], [-3.315, -3.142, 1.967], [-2.695, -2.440, -0.950], [-2.379, -3.480, -1.086], [-2.364, -1.859, -1.822], [-3.784, -2.387, -0.875], [2.383, -0.163, 1.329], [2.096, 0.768, 1.826], [3.230, 0.001, 0.648], [2.615, -0.906, 2.102], [1.920, 1.738, -1.562], [1.645, 2.239, -2.510], [2.965, 2.006, -1.325], [1.239, 2.029, -0.742], [0.048, -0.841, 5.912], [0.286, -0.573, 4.157], [1.037, 0.686, 4.016], [1.032, -1.780, 3.754], [-1.076, -0.489, 3.597], [1.037, -0.869, 6.375], [-0.465, -1.800, 6.040], [-0.558, -0.023, 6.311]], "mulliken_charge": [-0.1383, 0.5408, 0.9739, 0.6976, 0.6566, 0.6536, -1.5211, 0.3586, 0.3779, 0.4356, -1.3478, 0.0967, 0.4041, 0.4708, -1.4424, 0.4405, 0.1163, 0.3859, -1.5780, 0.3949, 0.3304, 0.3032, -1.4615, 0.4652, 0.0393, 0.3297, -0.1216, -0.4665, -0.9441, -0.9750, 0.0641, 0.1680, -1.1543, -1.0083, 0.4100, 0.1924, 0.4328, 0.2854, 0.5841, 0.5947, 0.4496, 0.3134, 0.0557, 0.5751, 0.4139, 0.5578, 0.3871, 1.0661, -0.6654, -1.1502, 0.5619, 0.5026, 0.3151, 0.4456, -1.1273, 0.3574, 0.1004, 0.5193, -1.4717, 0.4616, 0.2668, 0.4536, -1.3227, 0.2508, 0.4242, 0.5427, -0.6969, 0.4140, 0.5170, -0.3393, -1.1900, 1.2553, -0.7791, -0.8098, -0.6696, 0.3934, 0.3052, 0.2727], "s2": 8.77, "multiplicity": 6, "total_charge": 1}

=====

[2]
{"formula": "C12H11BrN2", "method": "ωB97M-V/def2-TZVPD", "elements": ["C", "C", "Br", "C", "C", "C", "C", "C", "C", "C", "C", "N", "C", "C", "N", "H", "H", "H", "H", "H", "H", "H", "H", "H", "H", "H"], "positions_angstrom": [[0.978, -0.088, -2.080], [1.189, -0.354, -0.475], [2.623, -1.654, 0.056], [-0.053, -0.899, 0.077], [-0.841, -1.747, -0.701], [-2.003, -2.260, -0.185], [-2.413, -1.891, 1.088], [-1.586, -1.157, 1.924], [-0.378, -0.619, 1.395], [1.422, 0.952, 0.100], [2.595, 1.502, 0.513], [2.732, 2.686, 1.036], [1.659, 3.381, 1.310], [0.411, 2.831, 0.986], [0.332, 1.700, 0.291], [0.075, 0.378, -2.240], [1.718, 0.564, -2.520], [0.928, -1.178, -2.551], [-0.380, -1.877, -1.652], [-2.538, -2.819, -0.955], [-3.216, -2.404, 1.529], [-1.725, -1.037, 2.921], [0.237, -0.110, 2.045], [3.513, 0.880, 0.613], [1.865, 4.282, 1.836], [-0.401, 3.428, 1.125]], "mulliken_charge": [-1.5040, 1.0047, -0.1165, 0.1989, -0.1318, -0.6182, -0.6735, -0.7488, -0.2885, 0.3939, -0.1849, -0.6270, -0.1890, -0.5404, -0.3612, 0.5354, 0.3682, 0.3633, 0.2051, 0.3456, 0.3675, 0.4944, 0.4932, 0.2960, 0.4518, 0.4657], "multiplicity": 1, "smiles": "C[C@](Br)(c1ccccc1)c1cnccn1"}

=====

[3]
{"formula": "C24H44O24", "method": "ωB97M-V/def2-TZVPD", "elements": ["C", "O", "C", "O", "O", "C", "H", "H", "H", "H", "H", "H", "C", "O", "C", "O", "O", "C", "H", "H", "H", "H", "H", "H", "C", "O", "C", "O", "O", "C", "H", "H", "H", "H", "H", "H", "C", "O", "C", "O", "O", "C", "H", "H", "H", "H", "H", "H", "C", "O", "C", "O", "O", "C", "H", "H", "H", "H", "H", "H", "C", "O", "C", "O", "O", "C", "H", "H", "H", "H", "H", "H", "O", "C", "O", "C", "C", "O", "H", "H", "H", "H", "O", "C", "O", "C", "C", "O", "H", "H", "H", "H"], "positions_angstrom": [[6.584, 0.744, 6.110], [5.916, 1.006, 4.856], [6.644, 1.580, 3.859], [7.801, 2.014, 3.955], [5.919, 1.713, 2.818], [6.510, 2.056, 1.568], [6.465, 1.688, 6.640], [7.607, 0.385, 6.230], [5.917, 0.061, 6.635], [6.854, 1.192, 1.000], [7.382, 2.709, 1.604], [5.772, 2.547, 0.933], [4.952, -1.506, -3.046], [5.898, -1.864, -2.084], [6.187, -3.129, -1.865], [5.782, -4.107, -2.499], [6.976, -3.241, -0.780], [7.076, -4.501, -0.057], [3.964, -1.887, -2.787], [5.221, -1.968, -3.995], [4.872, -0.432, -3.216], [7.031, -4.262, 1.006], [7.981, -5.082, -0.232], [6.227, -5.177, -0.149], [-3.304, -1.565, -0.893], [-1.885, -1.634, -0.818], [-1.139, -0.920, 0.074], [-1.603, -0.336, 0.995], [0.161, -1.177, -0.325], [1.238, -0.663, 0.492], [-3.592, -2.097, 0.014], [-3.699, -2.173, -1.707], [-3.697, -0.563, -1.064], [0.960, 0.024, 1.291], [2.031, -0.186, -0.084], [1.669, -1.509, 1.027], [-7.998, -5.346, -2.143], [-6.931, -5.412, -1.242], [-7.163, -5.721, 0.051], [-8.260, -5.898, 0.593], [-6.103, -5.411, 0.691], [-5.964, -5.541, 2.159], [-8.381, -4.337, -2.292], [-8.732, -6.064, -1.776], [-7.698, -5.706, -3.127], [-6.919, -5.336, 2.643], [-5.225, -4.824, 2.519], [-5.696, -6.522, 2.551], [-2.810, 6.834, -7.861], [-2.748, 5.749, -7.012], [-3.119, 5.901, -5.722], [-3.501, 6.944, -5.205], [-3.050, 4.726, -5.137], [-3.701, 4.457, -3.939], [-3.821, 7.099, -8.169], [-2.269, 6.564, -8.768], [-2.254, 7.712, -7.532], [-3.838, 3.376, -3.899], [-4.619, 5.005, -3.726], [-3.072, 4.685, -3.078], [1.228, 3.982, 2.707], [1.847, 4.223, 1.450], [1.089, 4.491, 0.395], [-0.139, 4.340, 0.301], [2.018, 4.725, -0.641], [1.541, 5.139, -1.913], [0.511, 4.732, 3.041], [1.976, 3.912, 3.497], [0.682, 3.038, 2.698], [2.376, 5.650, -2.393], [0.805, 5.942, -1.883], [1.093, 4.263, -2.384], [-0.137, -8.557, 0.581], [0.461, -7.630, 0.250], [0.258, -6.855, -0.813], [0.960, -5.608, -0.648], [2.085, -6.074, 0.303], [1.437, -7.115, 0.988], [1.312, -5.207, -1.598], [0.229, -4.991, -0.127], [2.444, -5.223, 0.882], [2.961, -6.424, -0.242], [-4.336, 5.550, 6.041], [-4.267, 4.806, 5.067], [-5.317, 4.342, 4.399], [-4.847, 3.665, 3.232], [-3.483, 3.320, 3.693], [-3.163, 4.377, 4.477], [-5.438, 2.751, 3.184], [-4.792, 4.212, 2.291], [-2.809, 3.177, 2.849], [-3.391, 2.374, 4.227]], "mulliken_charge": [-0.6896, -0.2873, 0.7754, -0.5992, -0.2447, -0.6800, 0.3047, 0.3087, 0.2555, 0.3037, 0.3285, 0.2259, -0.5833, -0.2842, 0.8132, -0.5920, -0.3237, -0.6004, 0.2436, 0.2982, 0.2291, 0.2866, 0.2820, 0.2371, -0.6084, -0.3327, 0.7548, -0.5280, -0.2468, -0.6099, 0.2926, 0.2268, 0.2685, 0.2464, 0.2836, 0.2551, -0.6264, -0.3003, 0.8155, -0.6010, -0.2806, -0.6708, 0.2524, 0.3161, 0.2321, 0.3357, 0.2302, 0.2967, -0.6664, -0.3013, 0.7785, -0.5631, -0.2882, -0.6194, 0.2889, 0.2519, 0.3024, 0.2383, 0.3254, 0.2538, -0.6267, -0.2523, 0.7459, -0.5877, -0.2808, -0.6465, 0.3195, 0.2748, 0.2184, 0.2515, 0.3095, 0.2735, -0.4776, 0.6638, -0.3624, -0.2683, -0.2631, -0.3509, 0.2902, 0.2410, 0.2876, 0.2305, -0.5769, 0.6971, -0.3152, -0.2961, -0.3175, -0.2954, 0.2990, 0.2715, 0.2984, 0.2346], "multiplicity": 1, "smiles": "COC(=O)OC.COC(=O)OC.COC(=O)OC.COC(=O)OC.COC(=O)OC.COC(=O)OC.O=C1OCCO1.O=C1OCCO1"}

=====

[4]
{"formula": "C18H21BiClN5O6S", "method": "ωB97M-V/def2-TZVPD", "elements": ["Bi", "C", "C", "N", "C", "C", "S", "C", "C", "N", "H", "H", "H", "H", "H", "H", "H", "H", "H", "H", "H", "H", "H", "H", "O", "N", "O", "C", "C", "C", "C", "C", "C", "N", "C", "C", "N", "C", "C", "C", "C", "H", "H", "H", "H", "H", "H", "H", "O", "Cl", "O", "O", "O"], "positions_angstrom": [[0.347, -0.178, 0.095], [-0.066, 2.781, -1.388], [-1.367, 1.991, -1.501], [-1.590, 1.078, -0.361], [-2.154, 1.697, 0.850], [-1.206, 2.615, 1.602], [0.449, 1.887, 1.954], [1.619, 3.031, 1.135], [2.094, 2.538, -0.227], [1.030, 1.892, -0.992], [-0.155, 3.598, -0.677], [0.133, 3.218, -2.371], [-1.318, 1.376, -2.405], [-2.203, 2.689, -1.599], [-2.258, 0.381, -0.679], [-2.480, 0.899, 1.517], [-3.034, 2.291, 0.576], [-1.638, 2.843, 2.577], [-1.054, 3.555, 1.083], [2.465, 3.107, 1.818], [1.146, 4.010, 1.107], [2.905, 1.820, -0.093], [2.503, 3.394, -0.779], [1.451, 1.545, -1.870], [-4.152, -5.934, 3.131], [-3.302, -5.188, 3.530], [-2.901, -5.082, 4.658], [-2.692, -4.319, 2.503], [-2.697, -4.784, 1.226], [-2.180, -3.999, 0.159], [-2.200, -4.450, -1.175], [-1.792, -3.591, -2.169], [-1.340, -2.317, -1.821], [-1.231, -1.904, -0.570], [-1.645, -2.717, 0.428], [-1.576, -2.255, 1.783], [-0.994, -1.061, 2.023], [-0.934, -0.619, 3.267], [-1.482, -1.299, 4.349], [-2.084, -2.518, 4.137], [-2.121, -3.046, 2.832], [-3.125, -5.753, 1.001], [-2.549, -5.449, -1.394], [-1.814, -3.872, -3.211], [-1.069, -1.615, -2.593], [-0.437, 0.324, 3.426], [-1.429, -0.866, 5.334], [-2.493, -3.080, 4.964], [-0.493, -0.021, -3.543], [0.920, -0.211, -3.524], [1.372, -1.061, -4.500], [1.542, 1.061, -3.499], [1.185, -0.802, -2.175]], "mulliken_charge": [1.2978, -0.7911, -0.7085, -0.1449, -0.8126, -0.6616, -0.1590, -0.6203, -0.8459, -0.0893, 0.3934, 0.4296, 0.4242, 0.3779, 0.3724, 0.4818, 0.4570, 0.5421, 0.4265, 0.4678, 0.4203, 0.4523, 0.3845, 0.2041, -0.5333, 0.9546, -0.5839, 0.0215, -0.7144, 0.7706, -0.5845, -1.3396, -0.0067, 0.1089, -0.2590, 0.1469, 0.1539, 0.0274, -1.3238, -0.5864, 0.4586, 0.5603, 0.5089, 0.4984, 0.7417, 0.5210, 0.4881, 0.5932, -0.7776, 2.0482, -0.6005, -0.7790, -0.8123], "multiplicity": 1, "total_charge": 2}

=====

[5]
{"formula": "C5H4N2", "method": "ωB97M-V/def2-TZVPD", "elements": ["C", "C", "C", "C", "N", "N", "C", "H", "H", "H", "H"], "positions_angstrom": [[-2.029, 0.503, 1.813], [-1.063, 0.212, 1.109], [-0.212, -0.513, 0.046], [0.488, 0.255, 0.865], [1.808, 0.314, -1.128], [1.010, -0.316, -1.869], [-0.125, -0.837, -1.277], [-2.802, 0.951, 2.401], [1.211, 0.114, 1.654], [2.540, 0.705, -1.729], [-0.824, -1.389, -1.886]], "mulliken_charge": [0.2810, -0.2626, 0.4882, -0.3042, -0.4360, -0.2123, -0.8414, 0.4154, 0.2487, 0.2186, 0.4047], "multiplicity": 1}

=====

[6]
{"formula": "C3H6FN3O2", "method": "ωB97M-V/def2-TZVPD", "elements": ["N", "N", "O", "C", "C", "N", "C", "O", "H", "H", "H", "H", "H", "F", "H"], "positions_angstrom": [[0.385, -1.866, 0.260], [0.250, -2.487, 1.176], [0.134, -3.168, 2.105], [1.462, 1.885, 0.393], [0.508, 1.798, -0.849], [-0.426, 0.718, -0.669], [-0.850, -0.400, -0.885], [-1.622, -1.309, -1.013], [2.285, 1.264, 0.147], [1.953, 2.823, 0.530], [1.073, 1.476, 1.291], [-0.093, 2.683, -0.968], [0.986, 1.630, -1.854], [-3.413, -2.662, 0.432], [-2.631, -2.383, -0.097]], "mulliken_charge": [-0.3025, 0.8189, -0.5383, -1.1188, -0.2546, -0.2836, 0.6671, -0.6039, 0.3253, 0.3646, 0.3479, 0.2571, 0.3009, -0.4375, 0.4575], "multiplicity": 1, "smiles": "N#[N+][O-].CCN=C=O.F"}

=====

Energy relative to the best compared isomer or geometry (same formula, charge and spin), respectively: 0.00; 24.57; 338.96; 56.82; 734.60; 227.69 kJ/mol.